DFT (ωB97M-V/def2-TZVPD) results for a 2-piece molecular cluster, C21H21FN2O6S2 overall in a non-equilibrium geometry.

* HOMO: -0.2691 hartree
* F_max: 2.38 eV Å⁻¹
* lowest unoccupied orbital energy: -0.19 eV
* electronic energy: -2269.822641 Ha

Element x y z (Å)
C -5.73172 3.77738 7.64908
C -5.51766 5.13908 7.40575
C -4.55008 5.83888 8.13476
C -3.80274 5.17002 9.10586
S -2.59181 6.09238 10.07899
N -0.97913 5.64500 9.27556
F -0.56813 4.34903 9.86396
S 0.37889 6.85408 9.75774
C 1.63373 6.59911 8.48218
C 2.52196 5.54881 8.65794
C 3.46036 5.25006 7.66118
C 3.56587 6.06122 6.52512
C 2.72251 7.16865 6.39964
C 1.74910 7.44234 7.37526
O -0.10058 8.18749 9.50522
O 0.86953 6.44197 11.04820
O -2.84019 7.47020 9.74562
O -2.56444 5.61891 11.43842
C -4.02234 3.82152 9.37358
C -4.98781 3.12235 8.64123
H -6.45714 3.22505 7.04955
H -6.10346 5.65884 6.64517
H -4.38454 6.89973 7.95923
H 2.44356 4.98386 9.58373
H 4.10656 4.37906 7.76850
H 4.29417 5.81726 5.74677
H 2.82980 7.81692 5.52962
H 1.09201 8.30156 7.27669
H -3.43858 3.34070 10.15506
H -5.15968 2.06399 8.84679
C 4.06632 2.00232 10.67920
C 3.25771 2.17121 9.41984
O 1.98280 1.51102 9.68198
C 1.16355 1.44471 8.58807
C -0.12049 0.93197 8.95374
N -0.71325 0.08821 8.02815
C -0.74269 0.41498 6.68822
C -1.41689 -0.40710 5.79610
C -2.11562 -1.54233 6.21692
C -2.06586 -1.85039 7.58122
C -1.37907 -1.03974 8.46281
O 1.56684 1.80327 7.47470
H 4.87644 2.73733 10.74308
H 3.41680 2.08416 11.55840
H 4.49920 0.99457 10.68566
H 3.05550 3.22681 9.20683
H 3.76223 1.69459 8.56967
H -0.27318 0.70092 9.99571
H -0.20518 1.31531 6.40934
H -1.39544 -0.10447 4.75391
H -2.69729 -2.15955 5.52503
H -2.59117 -2.71084 7.98771
H -1.31059 -1.18540 9.53321

=====

DFT (ωB97M-V/def2-TZVPD) results for C10H30NiO9S6 as an isolated structure in a non-equilibrium geometry.

* HOMO (alpha / beta): -0.2977 / -0.2925 hartree
* ΔE to the lowest compared entry with this formula, charge and spin: 209.1 kcal/mol
* F_max: 3.94 eV Å⁻¹
* lowest unoccupied orbital energy (alpha / beta): -1.95 / -1.88 eV
* <S²>: 2.0143
* 2S+1: 3
* electronic energy: -4973.165420 Ha

Element x y z (Å)
Ni 1.31289 -1.51928 -0.62207
S 2.20495 -4.47488 -3.33056
O 2.13674 -3.03004 -3.51562
O 1.10445 -5.12827 -4.02763
O 3.51491 -5.00459 -3.56904
O 1.89782 -4.46789 -1.90889
C -3.55536 -5.36264 2.30947
S -2.23076 -4.61383 3.42683
O -1.54679 -3.51355 2.56811
C -3.45221 -3.65487 4.43227
H -4.30888 -5.82761 2.94518
H -3.10701 -6.12639 1.67404
H -4.00614 -4.63922 1.63008
H -3.98533 -3.00607 3.73734
H -2.98148 -3.08097 5.23049
H -4.07442 -4.31866 5.03255
C -5.13578 -0.24720 -3.04707
S -3.65306 -1.32227 -3.16955
O -2.44723 -0.65853 -2.52339
C -3.15693 -0.91384 -4.96607
H -5.30463 -0.01121 -1.99640
H -6.02449 -0.67577 -3.51034
H -4.93743 0.67833 -3.58758
H -3.94379 -1.12123 -5.69129
H -2.29094 -1.50422 -5.26540
H -2.76124 0.10176 -4.95683
C 2.65782 3.54413 -4.76851
S 3.54486 3.40927 -3.14864
O 3.13097 2.13549 -2.43528
C 5.31816 3.27163 -3.72072
H 2.77598 4.53954 -5.19663
H 1.58615 3.38440 -4.64973
H 3.09471 2.85938 -5.49539
H 5.58206 4.07061 -4.41361
H 5.44147 2.38664 -4.34497
H 5.96170 3.25766 -2.84108
C 5.17405 1.60600 3.28359
S 5.10823 -0.23376 3.49576
O 4.04688 -0.70368 2.49301
C 4.28285 -0.06915 5.07919
H 4.21408 2.02226 3.58902
H 5.34404 1.98483 2.27577
H 5.99434 2.03290 3.86063
H 5.00360 0.35103 5.78067
H 3.85234 -0.98888 5.47524
H 3.39648 0.56506 5.09391
C -2.60190 3.04048 3.70598
S -1.48489 3.42617 2.39767
O -0.89403 2.11898 1.97772
C -2.62617 4.03038 1.06051
H -2.13171 2.76685 4.65052
H -3.25934 2.27051 3.30224
H -3.27192 3.87488 3.91322
H -3.16131 4.94294 1.32315
H -3.35907 3.28526 0.75107
H -1.98839 4.26116 0.20723

=====

DFT (ωB97M-V/def2-TZVPD) results for a single C3H3NOS2 molecule in a non-equilibrium geometry.

* HOMO: -0.3088 hartree
* ΔE to the lowest compared entry with this formula, charge and spin: 78.1 kcal/mol
* F_max: 4.65 eV Å⁻¹
* lowest unoccupied orbital energy: -0.94 eV
* SMILES string: S=c1ccn(S)o1
* electronic energy: -1042.374213 Ha

Element x y z (Å)
C -0.37069 0.92808 0.04985
C 0.96702 0.92247 -0.38454
C 1.39690 -0.39329 -0.15816
H -2.74153 -1.36468 0.74267
H -1.16485 1.68147 0.11246
H 1.63526 1.69464 -0.48145
N -0.77311 -0.33337 0.42105
O 0.39529 -1.09462 0.37335
S -2.25777 -1.00970 -0.44997
S 2.91350 -1.03100 -0.22525

=====

DFT (ωB97M-V/def2-TZVPD) results for a 2-piece molecular cluster, C3H4Br4 overall in a non-equilibrium geometry.

* HOMO (alpha / beta): -0.3106 / -0.3317 hartree
* ΔE to the lowest compared entry with this formula, charge and spin: 73.9 kcal/mol
* F_max: 2.37 eV Å⁻¹
* lowest unoccupied orbital energy (alpha / beta): -1.18 / -0.79 eV
* electronic energy: -10412.620298 Ha

Element x y z (Å)
C 0.02055 -0.80067 -1.71213
C 0.94290 0.23006 -1.23963
C -0.89416 1.84512 0.28073
Br 0.67861 -2.57608 -1.09038
Br 1.55036 1.49655 -2.48552
Br -2.29756 0.48981 0.58440
Br -1.25812 3.27530 -0.78952
H -0.23757 -0.86544 -2.83739
H -0.79125 -0.92877 -1.05189
H 1.56182 0.06532 -0.34769
H -0.66255 2.01683 1.32896

=====

DFT (ωB97M-V/def2-TZVPD) results for a single C20H15F3S molecule in a non-equilibrium geometry.

* HOMO: -0.3244 hartree
* F_max: 1.18 eV Å⁻¹
* lowest unoccupied orbital energy: 0.34 eV
* SMILES string: FC(F)(F)c1ccc(SC(c2ccccc2)c2ccccc2)cc1
* electronic energy: -1468.938332 Ha

Element x y z (Å)
F 1.64961 -2.37836 5.33410
C 1.15434 -1.17134 4.93850
F 0.34702 -0.71850 5.94410
F 2.22586 -0.30380 4.87321
C 0.44771 -1.22643 3.61580
C -0.52442 -0.26758 3.34831
C -1.15701 -0.28124 2.11773
C -0.75176 -1.20998 1.14724
S -1.43124 -1.10705 -0.44015
C 0.22070 -2.18057 1.43308
C 0.84277 -2.17295 2.67273
H -0.77754 0.48584 4.08786
H -1.92653 0.44739 1.86226
H 0.47875 -2.91128 0.66336
H 1.62570 -2.89146 2.90196
C -0.00984 -0.30690 -1.29618
C -0.44833 -0.26935 -2.75701
C 0.20234 -1.13548 -3.64746
C -0.26543 -1.28327 -4.95411
C -1.37490 -0.54907 -5.38799
C -1.99996 0.34347 -4.50970
C -1.58030 0.43227 -3.17475
C 0.39520 0.96296 -0.56330
C 1.45639 0.87953 0.35213
C 1.67196 1.89437 1.27735
C 0.84811 3.02692 1.26377
C -0.11657 3.17700 0.26212
C -0.33736 2.14404 -0.66313
H 0.81799 -1.02080 -1.21384
H 1.06024 -1.70716 -3.28701
H 0.23956 -1.97512 -5.62746
H -1.73598 -0.65924 -6.41139
H -2.83287 0.96155 -4.84715
H -2.15002 1.03905 -2.46800
H 2.07923 -0.01712 0.35717
H 2.47019 1.79243 2.01731
H 0.98405 3.80415 2.02054
H -0.70938 4.09379 0.19832
H -1.08828 2.25925 -1.44031